DFT (wB97M-V/def2-TZVPD) results for one molecule with the formula C5H7ClN4O2.

```
! wB97M-V def2-TZVPD RIJCOSX def2/J DEFGRID3
* xyz 0 1
C 2.8872 -1.7734 0.0907
N 2.1161 -1.4649 1.0485
C 1.7032 -0.1017 1.1691
N 0.5776 0.1393 1.9338
C -0.5204 0.4551 1.3439
Cl -1.8931 0.8732 2.3285
C -0.6471 0.6619 -0.1046
N -1.7601 1.1202 -0.8063
C -2.9321 0.2168 -0.8049
N 0.4960 0.5859 -0.8107
O 0.6502 0.6815 -2.0047
O 1.7716 0.5954 -0.1008
H 3.4163 -2.7247 0.1127
H 3.0462 -1.2586 -0.7981
H 2.4904 0.4976 1.5855
H -1.6942 1.3424 -1.7646
H -3.2783 0.2834 0.1260
H -3.5684 0.7357 -1.4521
H -2.8611 -0.8649 -1.0918
*
```

Summary:
lowest unoccupied orbital energy (alpha / beta): -0.418 / -0.419 eV
orbital gap (alpha / beta): 0.301 / 0.301 Ha
structure (SMILES): C=N[C@@H]1N=C(Cl)C(NC)=[N+]([O-])O1

Results of the natural (NBO) charge analysis, in e, for atoms 1 through 5: -0.005 -0.419 0.307 -0.420 0.236


DFT (wB97M-V/def2-TZVPD) results for a 2-piece molecular cluster, C5H7ClN8S overall.

```
! wB97M-V def2-TZVPD RIJCOSX def2/J DEFGRID3
* xyz 0 3
C -0.6621 -1.6137 -0.0742
C 1.6909 0.8796 0.2590
C 2.0003 0.9988 1.6624
C -3.5687 0.2708 -0.2880
C 1.7732 -1.1458 -0.1789
N -0.9714 -1.7265 -1.3496
N -1.5270 -0.8643 0.5687
N -2.0386 -1.0901 -1.5134
N 0.3016 1.0601 -0.0700
N 2.4545 1.1186 -0.8607
N 0.3080 1.3887 -1.3116
N 1.6243 1.4467 -1.7943
N -2.3522 -0.5495 -0.3479
S 0.7791 -2.1231 0.8067
Cl 3.4847 -1.5241 0.1550
H 3.0597 0.6643 1.8188
H 1.3093 0.5214 2.2834
H 2.0283 2.0081 2.1009
H -3.1021 1.3059 0.0017
H -4.0348 0.2561 -1.2451
H -4.1836 0.0303 0.6199
H 1.6267 -1.3123 -1.2428
*
```

Summary:
lowest unoccupied orbital energy (alpha / beta): 0.619 / -4.016 eV
orbital gap (alpha / beta): 0.295 / 0.217 Ha

Results of the natural (NBO) charge analysis, in e, for atoms 1 through 5: 0.072 0.448 -0.713 -0.423 -0.477


DFT (wB97M-V/def2-TZVPD) results for a 2-piece molecular cluster, C5H7ClO overall.

```
! wB97M-V def2-TZVPD RIJCOSX def2/J DEFGRID3
* xyz 0 1
C 0.1764 -1.7136 0.2107
C 0.9089 -0.6665 0.0351
C 1.6003 0.3566 0.4787
C 1.5019 1.7905 0.1932
H -0.4180 -1.8417 1.0874
H -0.0762 -2.4795 -0.5333
H 2.6109 0.1896 1.0990
H 1.4982 2.2857 1.1177
H 2.3457 2.2508 -0.2995
H 0.6275 1.8384 -0.4124
O -3.2751 -1.6506 -0.7797
C -2.6362 -0.6647 -0.9114
Cl -2.6342 0.4585 0.4438
H -2.2301 -0.1534 -1.7295
*
```

Summary:
lowest unoccupied orbital energy: 0.507 eV
orbital gap: 0.364 Ha
structure (SMILES): C=C=CC.O=CCl

Results of the natural (NBO) charge analysis, in e, for atoms 1 through 5: -0.474 0.030 -0.207 -0.638 0.216


DFT (wB97M-V/def2-TZVPD) results for one molecule with the formula C5H7ClO2.

```
! wB97M-V def2-TZVPD RIJCOSX def2/J DEFGRID3
* xyz 0 1
C -2.0678 0.7531 2.0560
C -2.6179 -0.5140 2.1209
C -0.6523 0.3450 0.2816
C 2.3359 -0.1254 -1.7138
C 1.0245 -0.5025 -1.1398
O -0.8933 1.0527 1.3191
O 0.5372 0.5223 -0.2942
Cl -4.0186 -0.4721 3.0794
H -2.2315 1.5868 2.7394
H -1.2216 -0.5584 -0.1423
H 2.9024 -0.8816 -2.2203
H 2.3771 0.6558 -2.4704
H 2.9352 0.2767 -0.9177
H 1.1989 -1.4731 -0.7200
H 0.3917 -0.6654 -1.9780
*
```

Summary:
lowest unoccupied orbital energy (alpha / beta): -0.729 / -0.728 eV
orbital gap (alpha / beta): 0.248 / 0.248 Ha

Results of the natural (NBO) charge analysis, in e, for atoms 1 through 5: -0.181 -0.371 0.668 -0.633 -0.094


DFT (wB97M-V/def2-TZVPD) results for a 2-piece molecular cluster, C5H7ClSi overall.

```
! wB97M-V def2-TZVPD RIJCOSX def2/J DEFGRID3
* xyz 0 1
C -0.6774 2.7046 -0.1993
C -0.4944 1.5414 -0.0181
C 1.3459 -0.8431 0.0284
C 2.2293 0.1364 0.2773
C -1.7846 -1.3160 -0.5102
Si -0.4198 -0.2932 0.2357
Cl 3.8643 -0.0961 -0.1000
H -0.6439 3.6483 -0.6540
H 1.7003 -1.8153 -0.1173
H 1.8830 1.0684 0.6339
H -2.7158 -1.1723 -0.0373
H -2.0817 -1.2194 -1.5283
H -1.4786 -2.4399 -0.3597
H -0.7265 0.0963 2.3487
*
```

Summary:
lowest unoccupied orbital energy: 0.094 eV
orbital gap: 0.325 Ha

Results of the natural (NBO) charge analysis, in e, for atoms 1 through 5: -0.184 -0.506 -0.707 -0.157 -1.144


DFT (wB97M-V/def2-TZVPD) results for C5H7CoO4 as an isolated structure.

```
! wB97M-V def2-TZVPD RIJCOSX def2/J DEFGRID3
* xyz 0 5
O 1.7060 -0.4775 -0.3483
C 3.2213 0.0833 0.0471
O 3.0483 1.2765 -0.1555
O -0.1647 2.0811 0.7650
C -1.0097 1.8942 -0.3981
C -1.8181 0.6264 -0.3154
O -1.0361 -0.5587 -0.6195
C -0.4183 -1.2544 0.4405
C 0.9966 -1.6338 0.0315
Co 0.9612 1.3482 -0.5924
H -1.7060 2.7426 -0.5526
H -2.6279 0.6371 -1.0624
H -2.2599 0.4856 0.6953
H -0.9794 -2.1745 0.6816
H -0.3786 -0.6198 1.3398
H 0.9563 -2.3253 -0.8269
H 1.5089 -2.1311 0.8702
*
```

Summary:
lowest unoccupied orbital energy (alpha / beta): 0.220 / -1.411 eV
orbital gap (alpha / beta): 0.330 / 0.294 Ha

Results of the natural (NBO) charge analysis, in e, for atoms 1 through 5: -0.805 0.516 -0.760 -0.730 -0.205


DFT (wB97M-V/def2-TZVPD) results for one molecule with the formula C5H7F.

```
! wB97M-V def2-TZVPD RIJCOSX def2/J DEFGRID3
* xyz 0 1
F -1.9368 -1.7645 0.0969
C -0.9696 -0.8364 0.0795
C -1.2022 0.4241 0.2044
C 0.0250 1.2835 0.2714
C 1.0722 0.2293 -0.2128
C 0.3988 -1.1729 -0.2239
H -2.2012 0.9307 0.3003
H 0.1863 1.6141 1.3367
H -0.0576 2.1695 -0.3837
H 1.5537 0.4520 -1.1846
H 1.9234 0.2848 0.4407
H 0.4358 -1.6924 -1.1784
H 0.7720 -1.9220 0.4536
*
```

Summary:
lowest unoccupied orbital energy: 1.133 eV
orbital gap: 0.376 Ha
structure (SMILES): FC1=CCCC1

Results of the natural (NBO) charge analysis, in e, for atoms 1 through 5: -0.323 0.397 -0.277 -0.417 -0.396


DFT (wB97M-V/def2-TZVPD) results for one molecule with the formula C5H7F.

```
! wB97M-V def2-TZVPD RIJCOSX def2/J DEFGRID3
* xyz 0 1
C -2.3734 -0.3873 0.1130
C -1.1582 -0.3589 -0.4603
C -0.0410 0.5317 0.0486
C 1.1741 -0.1983 0.4982
C 2.3266 0.1483 -0.1777
F 3.4680 -0.5073 -0.0141
H -2.6207 0.3636 0.9039
H -3.2404 -1.0064 -0.1440
H -0.8679 -1.0773 -1.2417
H 0.4267 1.2840 -0.6361
H -0.5620 1.1943 0.7886
H 1.2238 -0.9105 1.3247
H 2.2444 0.9239 -1.0031
*
```

Summary:
lowest unoccupied orbital energy: 1.178 eV
orbital gap: 0.388 Ha
structure (SMILES): C=CC/C=C/F

Results of the natural (NBO) charge analysis, in e, for atoms 1 through 5: -0.394 -0.173 -0.470 -0.276 0.235


DFT (wB97M-V/def2-TZVPD) results for one molecule with the formula C5H7F.

```
! wB97M-V def2-TZVPD RIJCOSX def2/J DEFGRID3
* xyz 0 1
F -2.0361 -0.1044 -0.8190
C -1.0633 -0.0713 0.2026
C -0.0865 -1.1748 0.1530
C 1.0959 -0.6144 -0.5751
C 1.0795 0.6499 -0.4596
C -0.2291 1.1646 0.0834
H -1.6409 0.0684 1.1731
H 0.4369 -1.3094 1.1514
H -0.4546 -2.1842 0.0418
H 1.8706 -1.3006 -0.9108
H 1.9806 1.3062 -0.5434
H -0.3342 1.6995 1.1151
H -0.6188 1.8706 -0.6125
*
```

Summary:
lowest unoccupied orbital energy: 1.037 eV
orbital gap: 0.388 Ha
structure (SMILES): FC1CC=CC1

Results of the natural (NBO) charge analysis, in e, for atoms 1 through 5: -0.376 0.203 -0.486 -0.184 -0.196


DFT (wB97M-V/def2-TZVPD) results for one molecule with the formula C5H7F2N.

```
! wB97M-V def2-TZVPD RIJCOSX def2/J DEFGRID3
* xyz 0 1
C 1.5794 0.4224 -2.2823
C 0.6181 0.4656 -1.5093
C -0.4803 0.5291 -0.5684
N -1.6260 -0.2047 -1.1510
C 0.0022 -0.0666 0.8162
C -1.0339 -0.0208 1.8810
F 1.1470 0.5894 1.1849
F 0.3491 -1.3919 0.6426
H 2.3855 0.4408 -2.9832
H -0.7874 1.5310 -0.2954
H -1.3220 -1.1934 -1.2460
H -2.4314 -0.1123 -0.5226
H -0.7419 -0.3859 2.8694
H -1.3424 1.0340 2.0883
H -1.9557 -0.6366 1.6759
*
```

Summary:
lowest unoccupied orbital energy: 0.793 eV
orbital gap: 0.392 Ha
structure (SMILES): C#C[C@@H](N)C(C)(F)F

Results of the natural (NBO) charge analysis, in e, for atoms 1 through 5: -0.197 -0.025 -0.181 -0.801 0.686


DFT (wB97M-V/def2-TZVPD) results for C5H7F2NO2 as an isolated structure.

```
! wB97M-V def2-TZVPD RIJCOSX def2/J DEFGRID3
* xyz 0 1
C -0.4625 -1.7739 -0.6775
C -0.3441 0.6255 -1.3761
C 1.2411 0.2416 0.6665
C -0.7262 -0.3606 -0.3163
C 1.0388 1.0921 -1.0656
N -0.0935 0.0199 0.9040
O -0.1932 -2.5691 0.3611
O -0.4500 -2.1910 -1.7973
F 1.2014 2.3925 -0.9355
F 2.0978 0.6565 -1.8761
H -0.4853 0.3530 -2.4416
H -1.0237 1.5018 -1.1330
H 1.8284 -0.5046 0.1659
H 1.7379 0.9635 1.3657
H -1.7291 -0.1466 -0.1359
H -0.1562 -2.3123 1.2860
H -0.4805 0.9374 1.0746
*
```

Summary:
lowest unoccupied orbital energy: 0.450 eV
orbital gap: 0.350 Ha

Results of the natural (NBO) charge analysis, in e, for atoms 1 through 5: 0.783 -0.522 -0.272 -0.182 0.675


DFT (wB97M-V/def2-TZVPD) results for a 2-piece molecular cluster, C5H7F3N2S overall.

```
! wB97M-V def2-TZVPD RIJCOSX def2/J DEFGRID3
* xyz 0 1
C -1.5643 -0.1551 0.5460
C 0.8508 -0.4054 0.7789
C -3.0030 0.1247 0.7176
C 1.0367 -1.2500 -1.5459
C 1.9500 1.5393 0.2296
N -1.0206 -0.5935 -0.5155
N 0.2876 -0.8248 -0.3937
F 2.8557 1.8107 1.1974
F 2.6128 1.4839 -0.9544
F 1.0802 2.5726 0.1689
S -0.4034 0.0464 1.8900
H 1.7612 -0.8494 1.1357
H -3.5298 -0.7915 0.9849
H -3.4218 0.4998 -0.2139
H -3.1541 0.8543 1.5082
H 0.5054 -0.9243 -2.4382
H 2.0263 -0.7998 -1.5323
H 1.1300 -2.3377 -1.5633
*
```

Summary:
lowest unoccupied orbital energy (alpha / beta): 0.614 / 0.614 eV
orbital gap (alpha / beta): 0.297 / 0.297 Ha

Results of the natural (NBO) charge analysis, in e, for atoms 1 through 5: 0.075 -0.173 -0.657 -0.410 0.784


The evaluated electronic energy for the records listed, in turn: -27870.6100; -40568.7262; -19865.3678; -21910.5603; -25694.1628; -51110.1496; -8015.0376; -8013.9305; -8014.4763; -12221.7185; -16317.0418; -27263.9811 eV.
The evaluated max |F| for the records listed, in turn: 0.08080; 0.08865; 0.08066; 0.06831; 0.07018; 0.06716; 0.08766; 0.06729; 0.10168; 0.08337; 0.10869; 0.05443 Eh/bohr.
The evaluated relative energy (zero: lowest compared OMol25 entry of this formula, charge and spin) for the records listed, in turn: 21.1; 7.3; 59.6; 119.0; 39.1; 49.2; 4.0; 29.5; 16.9; 22.2; 29.1; 30.9 kcal per mole.